No. 1
Computed, not measured: a molecular structure, C5H7BeLiO3 at a distorted geometry, with wB97M-V/def2-TZVPD.

The spin multiplicity is 2. Its HOMO energy (spin up / spin down) is -20.282 / -23.749 eV. The value obtained for the largest force on an atom is 4.734 eV Å⁻¹. As for the total charge: +3. As for the HOMO-LUMO gap (spin up / spin down): 4.30 / 7.62 eV. As for the expectation value of S²: 0.754. As for the total energy: -12010.1679 eV.

Positions of all 17 atoms, in Å:
C 1.982 1.946 -1.849
C 1.596 3.129 -1.464
H 2.144 1.441 -2.798
H 1.379 3.955 -2.136
H 0.931 2.985 -0.433
O 2.201 0.832 -0.730
Li -0.860 1.219 -2.151
O 0.001 1.021 -0.381
C 1.055 0.438 -0.196
O 1.332 -0.629 0.525
C 0.453 -1.066 1.537
C 0.927 -2.234 2.293
H -0.584 -0.800 1.337
H 0.444 -3.163 1.939
H 0.670 -2.093 3.349
H 2.017 -2.361 2.206
Be 3.118 -0.110 0.195

Results of the Löwdin charge analysis, in e, for atoms 1 through 6: C 0.01; C 0.17; H 0.16; H 0.14; H 0.19; O 0.03

No. 2
Computed, not measured: a single C5H7Br molecule at a distorted geometry, with wB97M-V/def2-TZVPD.

Its HOMO energy (spin up / spin down) is -9.113 / -8.421 eV. The value obtained for the largest force on an atom is 3.329 eV Å⁻¹. For the energy relative to the best compared isomer or geometry (same formula, charge and spin), the calculation gives 4.317 eV. As for the HOMO-LUMO gap (spin up / spin down): 9.23 / 7.30 eV. As for the total energy: -75335.5009 eV.

Positions of all 13 atoms, in Å:
C -1.176 0.526 -0.139
C -2.152 -0.356 -0.175
C 0.331 -1.391 0.313
C 0.297 -0.074 -0.311
C 1.449 0.740 0.192
Br -3.927 -0.015 0.105
H -1.208 1.626 -0.281
H -0.529 -2.097 0.229
H 1.349 -1.685 0.292
H 0.305 -0.186 -1.381
H 1.303 0.976 1.302
H 1.594 1.729 -0.373
H 2.365 0.208 0.227

Results of the Löwdin charge analysis, in e, for atoms 1 through 6: C -0.20; C -0.59; C 0.04; C -0.48; C -0.10; Br 0.71

No. 3
Computed, not measured: a gas-phase ion, C5H7Br2N4O (charge +1) at a distorted geometry, with wB97M-V/def2-TZVPD.

Its HOMO energy is -12.819 eV. The value obtained for the largest force on an atom is 5.272 eV Å⁻¹. For the energy relative to the best compared isomer or geometry (same formula, charge and spin), the calculation gives 0.759 eV. As for the total charge: +1. As for the HOMO-LUMO gap: 8.67 eV. As for the total energy: -153380.9044 eV. The structure (SMILES) is O=C1NN=CN2[NH2+][C@@H](Br)[C@H](Br)[C@@H]12.

Positions of all 19 atoms, in Å:
O -0.016 3.142 -1.103
C 0.262 1.964 -1.249
N 1.362 1.476 -1.995
N 1.800 0.204 -1.996
C 1.248 -0.722 -1.310
N 0.027 -0.509 -0.682
N -0.339 -1.241 0.359
C 0.132 -0.114 1.730
Br 1.976 -0.238 1.897
C -0.524 1.117 1.109
Br -2.418 1.284 1.762
C -0.485 0.865 -0.463
H 1.930 2.203 -2.596
H 1.742 -1.667 -1.444
H 0.235 -1.972 0.624
H -1.331 -1.426 0.642
H -0.395 -0.435 2.539
H 0.098 2.005 1.380
H -1.459 0.904 -0.845

Results of the Löwdin charge analysis, in e, for atoms 1 through 6: O 0.12; C -0.37; N 0.06; N 0.05; C -0.17; N -0.09

No. 4
Computed, not measured: a single C5H7Br2NS molecule at a distorted geometry, with wB97M-V/def2-TZVPD.

Its HOMO energy is -8.549 eV. The value obtained for the largest force on an atom is 3.675 eV Å⁻¹. For the energy relative to the best compared isomer or geometry (same formula, charge and spin), the calculation gives 0.000 eV. As for the HOMO-LUMO gap: 7.97 eV. As for the total energy: -157707.0350 eV. The structure (SMILES) is CC(/N=C/Br)=C(\C)SBr.

Positions of all 16 atoms, in Å:
C -1.292 0.686 -0.799
C 0.062 0.403 -0.204
N 1.125 0.055 -0.987
C 1.118 -0.415 -2.146
Br 2.864 -0.686 -3.097
C 0.313 0.256 1.148
C -0.660 0.234 2.224
S 1.919 -0.355 1.599
Br 2.134 -2.313 0.653
H -1.866 1.423 -0.416
H -1.887 -0.189 -0.880
H -1.204 0.986 -1.844
H 0.314 -0.718 -2.788
H -0.293 0.555 3.255
H -1.060 -0.860 2.281
H -1.588 0.937 2.001

Results of the Löwdin charge analysis, in e, for atoms 1 through 6: C -0.02; C -0.36; N -0.09; C -0.55; Br 0.55; C -0.65

No. 5
Computed, not measured: a single C5H7BrF3N molecule at a distorted geometry, with wB97M-V/def2-TZVPD.

Its HOMO energy is -8.072 eV. The value obtained for the largest force on an atom is 5.566 eV Å⁻¹. For the energy relative to the best compared isomer or geometry (same formula, charge and spin), the calculation gives 2.275 eV. As for the HOMO-LUMO gap: 8.65 eV. As for the total energy: -84980.8259 eV.

Positions of all 17 atoms, in Å:
C -0.098 -0.057 -1.306
C 0.859 0.877 -0.663
C 0.173 1.537 0.559
C -0.353 -1.359 -0.648
C -0.168 -0.396 1.634
N -0.730 -1.295 0.763
F 1.014 1.963 -1.545
F 0.811 -2.128 -0.752
F -0.934 -0.165 2.686
Br 1.109 2.692 1.703
H -1.077 0.479 -1.471
H 0.211 -0.353 -2.288
H 1.795 0.527 -0.400
H -0.705 1.877 0.178
H -1.069 -1.999 -1.139
H 0.875 -0.501 1.643
H -1.714 -1.700 1.046

Results of the Löwdin charge analysis, in e, for atoms 1 through 6: C -0.10; C -0.39; C -0.60; C -0.33; C -0.24; N 0.05

No. 6
Computed, not measured: a single C5H7BrN2 molecule at a distorted geometry, with wB97M-V/def2-TZVPD.

Its HOMO energy is -8.621 eV. The value obtained for the largest force on an atom is 4.705 eV Å⁻¹. For the energy relative to the best compared isomer or geometry (same formula, charge and spin), the calculation gives 2.095 eV. As for the HOMO-LUMO gap: 9.10 eV. As for the total energy: -78318.1339 eV. The structure (SMILES) is C=C=NCC/N=C\Br.

Positions of all 15 atoms, in Å:
C -0.351 2.273 -0.243
C 0.311 1.333 0.380
N 1.040 0.610 1.020
C 1.438 -0.776 0.767
C 0.237 -1.575 0.352
N -0.162 -1.076 -0.994
C -1.089 -0.271 -1.138
Br -2.777 -0.031 0.047
H 0.286 3.018 -0.696
H -1.445 2.351 -0.175
H 2.071 -0.764 -0.173
H 1.970 -1.173 1.545
H 0.444 -2.721 0.194
H -0.456 -1.479 1.128
H -1.517 0.281 -2.014

Results of the Löwdin charge analysis, in e, for atoms 1 through 6: C -0.04; C -0.26; N 0.12; C -0.19; C -0.22; N 0.00

No. 7
Computed, not measured: 2 unconnected molecules or ions with the total composition C5H7BrNP at a distorted geometry, with wB97M-V/def2-TZVPD.

Its HOMO energy is -8.248 eV. The value obtained for the largest force on an atom is 4.413 eV Å⁻¹. For the energy relative to the best compared isomer or geometry (same formula, charge and spin), the calculation gives 3.125 eV. As for the HOMO-LUMO gap: 7.40 eV. As for the total energy: -86115.5819 eV.

Positions of all 15 atoms, in Å:
C -1.052 0.239 0.192
C -2.053 -1.693 0.190
C -2.267 -0.394 -0.057
C -0.156 -0.727 0.471
C 2.330 1.582 -0.599
N -0.759 -1.946 0.439
P 2.500 -0.062 0.325
Br -3.801 0.475 -0.732
H -0.777 1.309 -0.040
H -2.886 -2.397 0.360
H 3.092 2.289 -0.527
H 1.417 2.251 -0.416
H 2.423 1.296 -1.691
H -0.434 -2.890 0.663
H 2.424 0.669 1.423

Results of the Löwdin charge analysis, in e, for atoms 1 through 6: C -0.21; C -0.22; C -0.76; C -0.19; C -0.44; N 0.01

No. 8
Computed, not measured: a molecular structure, C5H7CeO4 at a distorted geometry, with wB97M-V/def2-TZVPD.

The spin multiplicity is 3. Its HOMO energy (spin up / spin down) is -10.227 / -13.558 eV. The value obtained for the largest force on an atom is 4.405 eV Å⁻¹. As for the total charge: +1. As for the HOMO-LUMO gap (spin up / spin down): 6.19 / 9.26 eV. As for the expectation value of S²: 2.001. As for the total energy: -26408.9449 eV.

Positions of all 17 atoms, in Å:
O -0.233 0.540 0.094
C 0.314 1.826 0.018
C 0.096 2.409 -1.365
O 0.489 1.395 -2.309
C 0.566 1.784 -3.619
C 1.207 1.063 -4.534
Ce -0.413 -0.911 -1.533
H 1.398 1.767 0.228
H -0.138 2.517 0.751
H 0.707 3.309 -1.515
H -0.961 2.663 -1.535
H 0.040 2.714 -3.850
H 1.732 0.142 -4.276
H 1.203 1.400 -5.569
O 0.073 -1.716 1.306
C 0.106 -0.668 1.900
O 0.348 -0.108 2.912

Results of the Löwdin charge analysis, in e, for atoms 1 through 6: O -0.48; C -0.24; C -0.15; O -0.27; C -0.21; C 0.07

No. 9
Computed, not measured: 2 unconnected molecules or ions with the total composition C5H7Cl at a distorted geometry, with wB97M-V/def2-TZVPD.

Its HOMO energy is -8.871 eV. The value obtained for the largest force on an atom is 3.183 eV Å⁻¹. For the energy relative to the best compared isomer or geometry (same formula, charge and spin), the calculation gives 6.114 eV. As for the HOMO-LUMO gap: 7.95 eV. As for the total energy: -17814.3646 eV.

Positions of all 13 atoms, in Å:
C -0.262 1.761 0.241
C 0.604 2.747 0.674
C -1.272 0.680 0.819
C -1.251 1.214 -0.518
C 0.511 -2.547 -1.007
Cl 1.700 -3.015 -2.226
H 1.420 2.747 -0.031
H 0.506 3.304 1.678
H -0.619 -0.169 1.238
H -2.204 0.567 1.390
H 0.788 -3.214 -0.236
H -0.487 -2.598 -1.468
H 0.566 -1.478 -0.554

Results of the Löwdin charge analysis, in e, for atoms 1 through 6: C -0.34; C 0.09; C -0.15; C 0.05; C -0.54; Cl 0.46

No. 10
Computed, not measured: a single C5H7Cl molecule at a distorted geometry, with wB97M-V/def2-TZVPD.

Its HOMO energy (spin up / spin down) is -7.268 / -7.645 eV. The value obtained for the largest force on an atom is 3.539 eV Å⁻¹. For the energy relative to the best compared isomer or geometry (same formula, charge and spin), the calculation gives 8.140 eV. As for the HOMO-LUMO gap (spin up / spin down): 7.12 / 7.27 eV. As for the total energy: -17812.3390 eV.

Positions of all 13 atoms, in Å:
C 1.216 0.714 -0.839
C 4.210 -0.747 -0.328
C 0.293 0.641 0.048
C -1.551 -0.878 0.509
C -1.213 0.541 -0.182
Cl 3.137 0.359 0.109
H 1.384 0.866 -1.832
H 0.620 0.347 1.062
H -1.302 -1.671 -0.195
H -2.520 -0.823 0.966
H -0.933 -1.220 1.414
H -1.728 1.292 0.448
H -1.613 0.578 -1.182

Results of the Löwdin charge analysis, in e, for atoms 1 through 6: C -0.16; C -0.45; C -0.28; C -0.11; C -0.20; Cl 0.69

No. 11
Computed, not measured: a single C5H7ClN2 molecule at a distorted geometry, with wB97M-V/def2-TZVPD.

Its HOMO energy is -7.295 eV. The value obtained for the largest force on an atom is 3.673 eV Å⁻¹. For the energy relative to the best compared isomer or geometry (same formula, charge and spin), the calculation gives 1.118 eV. As for the HOMO-LUMO gap: 8.09 eV. As for the total energy: -20800.1500 eV. The structure (SMILES) is Cn1ccc(Cl)c1N.

Positions of all 15 atoms, in Å:
C 1.933 0.138 0.103
N 0.559 -0.261 0.086
C 0.186 -1.543 -0.087
C -1.166 -1.619 -0.200
C -1.682 -0.315 -0.071
Cl -3.277 0.320 0.046
C -0.551 0.535 0.100
N -0.577 1.880 0.258
H 2.113 1.310 0.404
H 2.510 -0.545 0.710
H 2.301 0.130 -0.955
H 0.958 -2.344 -0.231
H -1.687 -2.482 -0.222
H -1.533 2.194 0.437
H -0.086 2.604 -0.376

Results of the Löwdin charge analysis, in e, for atoms 1 through 6: C -0.04; N -0.14; C -0.13; C -0.10; C -0.63; Cl 0.65

No. 12
Computed, not measured: a single C5H7ClN2 molecule at a distorted geometry, with wB97M-V/def2-TZVPD.

Its HOMO energy is -9.017 eV. The value obtained for the largest force on an atom is 6.365 eV Å⁻¹. For the energy relative to the best compared isomer or geometry (same formula, charge and spin), the calculation gives 3.133 eV. As for the HOMO-LUMO gap: 9.24 eV. As for the total energy: -20798.1345 eV. The structure (SMILES) is [H]/N=C(N)/C=C\C=C\Cl.

Positions of all 15 atoms, in Å:
H 2.431 -1.995 -0.765
N 2.287 -1.050 -0.907
C 1.398 -0.496 -0.220
N 0.959 -1.007 0.957
C 0.983 0.919 -0.338
C -0.208 1.410 -0.066
C -1.533 0.904 0.177
C -2.183 -0.159 -0.563
Cl -3.714 -0.700 -0.192
H 1.287 -2.102 1.302
H 0.113 -0.678 1.357
H 1.835 1.638 -0.302
H -0.037 2.543 -0.198
H -1.976 1.382 1.142
H -1.642 -0.609 -1.383

Results of the Löwdin charge analysis, in e, for atoms 1 through 6: H 0.00; N 0.12; C -0.56; N 0.09; C -0.06; C -0.18

No. 13
Computed, not measured: a gas-phase ion, C5H7ClN3 (charge +1) at a distorted geometry, with wB97M-V/def2-TZVPD.

Its HOMO energy (spin up / spin down) is -12.554 / -12.816 eV. The value obtained for the largest force on an atom is 1.728 eV Å⁻¹. For the energy relative to the best compared isomer or geometry (same formula, charge and spin), the calculation gives 2.448 eV. As for the total charge: +1. As for the HOMO-LUMO gap (spin up / spin down): 7.21 / 7.58 eV. As for the total energy: -22280.6336 eV.

Positions of all 16 atoms, in Å:
C -1.091 -1.118 -1.394
C -0.157 -1.661 -0.460
C -0.588 1.073 -0.729
C -0.031 3.021 0.641
C 1.425 -1.212 1.271
N -0.428 2.061 -0.076
N 0.461 -0.853 0.293
N -1.269 0.194 -1.413
Cl -0.019 -3.401 -0.460
H -1.634 -1.734 -2.088
H -0.409 4.010 0.430
H 0.648 2.848 1.458
H 1.097 -0.818 2.235
H 1.581 -2.289 1.341
H 2.362 -0.714 1.017
H -1.949 0.592 -2.066

Results of the Löwdin charge analysis, in e, for atoms 1 through 6: C -0.06; C -0.71; C 0.00; C 0.10; C -0.09; N 0.09

No. 14
Computed, not measured: a gas-phase ion, C5H7ClN3 (charge +1) at a distorted geometry, with wB97M-V/def2-TZVPD.

Its HOMO energy (spin up / spin down) is -12.523 / -12.150 eV. The value obtained for the largest force on an atom is 3.596 eV Å⁻¹. For the energy relative to the best compared isomer or geometry (same formula, charge and spin), the calculation gives 3.419 eV. As for the total charge: +1. As for the HOMO-LUMO gap (spin up / spin down): 7.27 / 6.61 eV. As for the total energy: -22279.6622 eV.

Positions of all 16 atoms, in Å:
C 1.306 -1.682 0.133
C 1.561 -0.246 0.091
C -0.730 0.394 0.480
C -2.907 -0.401 -0.369
C 0.832 2.026 0.031
N -1.803 -0.004 0.089
N 0.544 0.636 0.251
N 0.122 -2.077 0.273
Cl 3.084 0.315 -0.131
H 2.204 -2.145 0.206
H -3.589 0.230 -0.888
H -3.210 -1.413 -0.287
H 0.982 2.282 -0.974
H -0.025 2.676 0.332
H 1.645 2.447 0.608
H -0.015 -3.037 0.154

Results of the Löwdin charge analysis, in e, for atoms 1 through 6: C -0.18; C -0.63; C 0.00; C 0.10; C -0.04; N 0.09

No. 15
Computed, not measured: a single C5H7ClN4S molecule at a distorted geometry, with wB97M-V/def2-TZVPD.

Its HOMO energy is -8.914 eV. The value obtained for the largest force on an atom is 3.446 eV Å⁻¹. For the energy relative to the best compared isomer or geometry (same formula, charge and spin), the calculation gives 0.000 eV. As for the HOMO-LUMO gap: 9.50 eV. As for the total energy: -34617.4098 eV. The structure (SMILES) is CSc1c(N)nc(Cl)nc1N.

Positions of all 18 atoms, in Å:
C 0.000 1.827 -1.903
S -0.055 -0.042 -1.982
C -0.028 -0.310 -0.229
C 1.088 -0.270 0.537
N 2.244 -0.028 -0.064
N 1.202 -0.593 1.801
C 0.031 -0.812 2.403
Cl -0.005 -1.054 4.112
N -1.143 -0.906 1.774
C -1.138 -0.621 0.493
N -2.307 -0.837 -0.059
H -0.009 2.188 -2.944
H -0.884 2.234 -1.392
H 0.907 2.203 -1.414
H 2.243 -0.239 -1.044
H 3.036 -0.362 0.492
H -2.306 -0.890 -1.061
H -2.876 -1.487 0.481

Results of the Löwdin charge analysis, in e, for atoms 1 through 6: C -0.34; S 0.89; C -0.46; C -0.48; N 0.13; N 0.11

No. 16
Computed, not measured: a single C5H7ClSi molecule at a distorted geometry, with wB97M-V/def2-TZVPD.

Its HOMO energy is -9.805 eV. The value obtained for the largest force on an atom is 3.244 eV Å⁻¹. For the energy relative to the best compared isomer or geometry (same formula, charge and spin), the calculation gives 0.000 eV. As for the HOMO-LUMO gap: 10.72 eV. As for the total energy: -25695.8577 eV. The structure (SMILES) is C#C[Si@@H](C)/C=C/Cl.

Positions of all 14 atoms, in Å:
C 1.348 2.649 -0.804
C 1.175 1.498 -0.488
Si 0.541 -0.263 -0.316
C 1.232 -0.794 1.395
C -1.374 -0.256 -0.035
C -2.223 -0.661 -0.968
Cl -3.958 -0.740 -0.876
H 1.689 3.561 -1.031
H 0.829 -1.398 -1.352
H 1.119 -1.836 1.733
H 2.280 -0.501 1.595
H 0.664 -0.090 2.036
H -1.650 -0.101 1.009
H -1.673 -1.066 -1.899

Results of the Löwdin charge analysis, in e, for atoms 1 through 6: C 0.05; C -0.20; Si 0.59; C -0.24; C -0.29; C -0.69